Entry 1:
The following is a DFT calculation (ωB97M-V/def2-TZVPD) of a structure of composition C45H66BN9PtS5Se.

Atoms and positions in Å:
Pt1 0.959 0.744 0.364
Se1 3.274 -0.871 0.518
S1 0.094 -0.356 2.227
S2 1.170 -3.622 -4.127
S3 1.099 3.031 1.593
S4 1.390 -2.016 -1.643
S5 1.229 1.330 -1.883
N1 -3.171 1.423 1.050
N2 -1.927 1.008 1.144
N3 -1.367 0.950 -1.424
N4 4.915 -1.308 2.817
N5 3.354 -3.394 -2.825
N6 3.340 -2.844 2.625
N7 -1.764 3.487 -0.993
N8 -2.596 0.613 -1.711
N9 -0.933 2.986 -0.104
C1 -1.481 0.322 2.214
C2 -2.971 0.415 -2.959
C3 -4.039 1.209 2.015
C4 -4.181 4.565 -1.959
C5 -4.662 -1.201 -2.227
C6 -2.987 6.713 -2.389
C7 6.019 -2.212 4.903
C8 3.853 -1.718 2.089
C9 3.954 -4.180 4.688
C10 -5.472 1.602 1.756
C11 7.092 -0.461 1.968
C12 0.240 1.201 -4.804
C13 -1.805 -0.491 4.569
C14 2.216 -3.598 2.120
C15 -0.759 0.971 -3.736
C16 -5.512 3.016 1.170
C17 -1.117 5.674 -0.393
C18 -3.623 0.599 3.221
C19 4.079 -3.166 3.744
C20 -4.630 -0.533 -4.625
C21 3.594 -5.483 0.978
C22 3.168 -6.655 1.849
C23 5.881 -3.223 5.830
C24 -0.106 3.761 0.630
C25 -2.072 0.657 -4.014
C26 -2.293 4.634 -3.607
C27 -1.865 4.780 -1.190
C28 5.094 -2.185 3.858
C29 -2.332 0.144 3.338
C30 2.095 -3.000 -2.811
C31 -6.366 1.544 2.993
C32 -5.998 0.579 0.733
C33 -0.227 5.179 0.534
C34 -2.821 5.202 -2.280
C35 2.531 -4.392 0.847
C36 5.729 -0.136 2.592
C37 2.573 -4.605 -4.766
C38 -5.318 1.146 -2.931
C39 3.790 -4.271 -3.899
C40 4.864 -4.188 5.727
C41 -0.406 1.073 -2.369
C42 7.016 -2.587 0.555
C43 -4.384 -0.046 -3.196
C44 7.001 -1.065 0.566
C45 0.617 6.048 1.383
B1 -0.982 1.439 -0.008
H1 -4.842 3.084 0.318
H2 6.877 -2.966 -0.455
H3 -4.062 3.491 -1.848
H4 2.844 -3.687 0.072
H5 -5.620 -0.978 -4.679
H6 3.795 -5.861 -0.027
H7 6.803 -1.475 4.996
H8 0.328 7.092 1.311
H9 -3.916 -1.298 -4.919
H10 -5.951 -0.434 1.124
H11 3.889 -7.462 1.764
H12 -4.611 0.282 -5.344
H13 -4.580 4.981 -1.037
H14 -2.465 -0.314 5.413
H15 6.096 -0.693 0.063
H16 4.031 -3.071 -2.149
H17 -6.008 2.206 3.780
H18 -5.180 1.923 -3.679
H19 4.788 -4.959 6.478
H20 -4.383 -0.921 -1.215
H21 7.846 -0.714 -0.027
H22 2.294 -5.656 -4.701
H23 1.662 5.959 1.082
H24 1.891 -4.274 2.909
H25 -2.970 4.919 -4.406
H26 -3.745 6.934 -3.138
H27 -2.235 3.549 -3.564
H28 -5.714 -1.465 -2.250
H29 -6.469 0.531 3.373
H30 7.646 -1.136 2.620
H31 7.976 -2.954 0.913
H32 -1.306 5.033 -3.835
H33 1.593 -4.844 0.523
H34 -4.887 4.768 -2.758
H35 0.561 5.739 2.426
H36 -5.406 0.636 -0.175
H37 2.197 -7.033 1.538
H38 -4.306 0.494 4.047
H39 4.217 -5.177 -3.463
H40 -7.362 1.884 2.720
H41 -0.812 -0.112 4.792
H42 6.570 -3.282 6.657
H43 6.243 -3.006 1.200
H44 -2.409 0.565 -5.035
H45 -1.717 -1.569 4.434
H46 5.879 0.357 3.556
H47 -2.066 7.198 -2.704
H48 1.401 -2.898 1.902
H49 5.177 0.542 1.933
H50 0.025 0.611 -5.691
H51 -6.523 3.257 0.855
H52 4.570 -3.772 -4.483
H53 0.208 2.251 -5.103
H54 2.710 -4.342 -5.813
H55 -5.208 3.746 1.917
H56 -1.229 6.740 -0.521
H57 -5.130 1.568 -1.949
H58 7.640 0.480 1.928
H59 -6.345 0.803 -2.979
H60 1.249 0.991 -4.457
H61 3.112 -6.379 2.898
H62 -7.032 0.805 0.496
H63 4.527 -5.055 1.353
H64 3.182 -4.931 4.631
H65 -3.323 7.143 -1.448
H66 -4.080 -2.077 -2.505

Its max |F| is 0.029 hartree/bohr. The lowest unoccupied orbital energy (alpha / beta) is -9.8 / -13.6 eV. The charge is +4. Its spin multiplicity is 5. For the molar mass, the calculation gives 1178.3 g/mol. The HOMO-LUMO gap (alpha / beta) comes out at 7.70 / 3.80 eV. Its HOMO energy (alpha / beta) is -17.45 / -17.38 eV. The energy relative to the best compared isomer or geometry (same formula, charge and spin) comes out at 11.6 kcal/mol.

Entry 2:
The following is a DFT calculation (ωB97M-V/def2-TZVPD) of a structure of composition C50H44BrF10MoN10O4S.

Atoms and positions in Å:
Mo1 1.910 0.790 -0.156
Br1 -2.157 -6.779 0.625
S1 2.253 -1.644 2.835
F1 3.352 0.926 -2.916
F2 3.781 1.838 -5.348
F3 -3.544 -0.156 -4.182
F4 4.023 4.548 -5.830
F5 -2.077 -0.528 -1.764
F6 -5.742 1.362 -3.599
F7 -5.640 3.145 -1.486
F8 3.568 6.281 -3.734
F9 2.977 5.405 -1.323
F10 -3.459 3.473 -0.094
O1 3.138 -2.706 2.463
O2 2.598 -0.767 3.915
O3 0.595 -2.425 -0.480
O4 -1.067 -0.852 0.882
N1 -1.086 1.824 -0.529
N2 -4.256 -2.503 3.086
N3 -2.563 -4.252 4.938
N4 0.852 -1.354 -4.906
N5 -3.300 -0.590 2.464
N6 3.025 2.544 -0.735
N7 1.349 2.214 1.549
N8 4.422 -0.317 1.832
N9 2.150 -0.694 1.377
N10 3.542 -0.365 -0.385
C1 -0.763 -4.385 0.006
C2 -3.366 -1.947 2.301
C3 3.240 3.096 -1.944
C4 0.287 -1.253 -3.498
C5 0.714 0.598 -1.810
C6 -5.776 -1.528 4.809
C7 -0.107 2.164 1.773
C8 0.521 -3.707 3.068
C9 -4.644 1.459 -2.850
C10 0.663 -2.332 3.202
C11 -0.279 -1.598 3.907
C12 -1.879 -4.899 0.649
C13 4.790 -0.440 -0.863
C14 0.107 0.113 -2.919
C15 3.424 2.272 -3.073
C16 -0.510 -3.028 0.086
C17 -4.595 2.367 -1.781
C18 -1.083 0.924 -3.402
C19 -1.058 2.643 0.673
C20 -4.204 -0.258 3.439
C21 -0.564 -4.347 3.619
C22 -2.270 0.753 -2.376
C23 -1.373 -2.178 0.795
C24 3.761 4.095 -4.603
C25 1.966 1.857 2.833
C26 -4.551 0.931 4.062
C27 -6.114 -0.340 5.419
C28 1.739 -3.239 -0.657
C29 5.644 -0.297 1.341
C30 -2.273 1.772 -1.274
C31 0.177 -0.541 -5.934
C32 3.223 3.316 0.472
C33 2.298 -1.096 -4.943
C34 -1.363 -2.234 4.465
C35 -3.545 0.707 -3.134
C36 -0.016 2.872 -2.463
C37 3.550 4.964 -3.534
C38 3.663 2.734 -4.352
C39 5.888 -0.449 -0.026
C40 1.882 3.540 1.180
C41 -4.806 -1.486 3.811
C42 -0.696 2.373 -3.487
C43 -5.512 0.867 5.051
C44 -2.491 -2.714 1.438
C45 0.155 1.911 -1.315
C46 -3.412 2.510 -1.043
C47 -1.529 -3.623 4.334
C48 3.284 4.481 -2.262
C49 3.407 -0.462 0.987
C50 -2.735 -4.088 1.354
H1 -2.037 2.578 1.144
H2 1.615 -3.934 -1.493
H3 0.939 2.252 -0.578
H4 6.432 -0.156 2.066
H5 0.955 -1.814 -2.845
H6 -2.087 -1.669 5.031
H7 0.708 -2.332 -5.171
H8 3.047 1.750 2.748
H9 -6.852 -0.339 6.206
H10 -0.887 -0.769 -5.972
H11 0.334 3.892 -2.415
H12 3.721 4.268 0.291
H13 2.557 -2.551 -0.870
H14 1.206 4.069 0.499
H15 -0.668 -5.417 3.526
H16 6.885 -0.541 -0.421
H17 0.607 -0.764 -6.909
H18 -0.272 -0.713 0.336
H19 -0.099 -5.047 -0.522
H20 1.587 0.912 3.220
H21 2.686 -1.243 -5.948
H22 3.884 2.738 1.135
H23 -0.346 2.773 2.658
H24 1.758 2.639 3.573
H25 -0.687 -1.750 -3.521
H26 2.020 4.172 2.064
H27 -1.450 0.569 -4.358
H28 1.969 -3.794 0.254
H29 -2.738 -5.211 4.700
H30 2.481 -0.072 -4.642
H31 -0.890 3.703 0.429
H32 -0.958 2.944 -4.362
H33 -0.145 -0.534 4.036
H34 1.291 -4.254 2.552
H35 -5.815 1.772 5.555
H36 0.322 0.518 -5.737
H37 -3.591 -4.479 1.878
H38 -0.351 1.120 1.996
H39 -2.683 0.007 1.944
H40 2.823 -1.762 -4.264
H41 -4.085 1.869 3.800
H42 -3.362 -3.708 5.218
H43 4.899 -0.495 -1.938
H44 -6.240 -2.463 5.078

Its max |F| is 0.037 hartree/bohr. The lowest unoccupied orbital energy (alpha / beta) is -4.9 / -4.9 eV. The charge is +1. For the molar mass, the calculation gives 1246.9 g/mol. The HOMO-LUMO gap (alpha / beta) comes out at 3.72 / 3.74 eV. Its HOMO energy (alpha / beta) is -8.58 / -8.59 eV.

Entry 3:
The following is a DFT calculation (ωB97M-V/def2-TZVPD) of a structure of composition C19H22BrCdN2O4SSe3Te.

Atoms and positions in Å:
Te1 4.538 0.075 2.351
Cd1 1.348 0.298 0.470
Br1 4.313 -6.174 -1.075
Se1 0.896 0.809 3.094
Se2 3.046 1.655 3.620
Se3 3.926 0.631 -0.021
S1 -1.669 -0.245 1.557
O1 1.364 -1.996 0.562
O2 0.862 0.373 -2.009
O3 -1.056 0.202 0.238
O4 -0.758 -2.693 0.886
N1 0.047 2.355 -2.770
N2 1.155 2.957 -0.061
C1 -0.697 2.704 -1.571
C2 0.778 1.214 -2.886
C3 2.184 -4.528 -0.135
C4 1.468 1.032 -4.219
C5 -3.809 1.207 1.007
C6 -2.669 1.188 2.013
C7 -0.192 4.895 -0.398
C8 2.579 -5.834 -0.361
C9 0.071 -5.356 0.657
C10 0.913 -4.289 0.375
C11 -3.150 -1.171 1.055
C12 1.711 4.997 1.039
C13 0.622 5.621 0.463
C14 0.445 -2.856 0.618
C15 0.491 -6.660 0.437
C16 -4.356 -0.221 1.037
C17 0.111 3.562 -0.630
C18 1.754 -6.910 -0.081
C19 1.945 3.659 0.743
H1 -0.165 -7.491 0.666
H2 -4.565 1.959 1.240
H3 -0.968 1.775 -1.070
H4 2.833 -3.686 -0.332
H5 2.095 -7.921 -0.263
H6 0.732 0.900 -5.013
H7 -3.031 1.022 3.033
H8 0.405 6.662 0.673
H9 2.370 5.517 1.720
H10 2.783 3.119 1.166
H11 -1.998 2.045 2.009
H12 2.101 0.152 -4.159
H13 2.081 1.902 -4.462
H14 -3.401 1.429 0.018
H15 0.171 3.053 -3.483
H16 -4.945 -0.359 1.948
H17 -1.613 3.220 -1.867
H18 -1.049 5.350 -0.879
H19 -2.866 -1.563 0.081
H20 -5.012 -0.433 0.191
H21 -3.256 -2.019 1.730
H22 -0.914 -5.135 1.048

Its max |F| is 0.007 hartree/bohr. The lowest unoccupied orbital energy is 2.3 eV. The charge is -1. For the molar mass, the calculation gives 931.3 g/mol. The HOMO-LUMO gap comes out at 6.03 eV. Its HOMO energy is -3.75 eV. The energy relative to the best compared isomer or geometry (same formula, charge and spin) comes out at 14.5 kcal/mol.

- Among the records above, which one has the highest charge?
  C45H66BN9PtS5Se

- Among the records above, which one has the lowest max |F|?
  C19H22BrCdN2O4SSe3Te

- Look up the max |F| of the second one.
  0.037 hartree/bohr